The following is a DFT calculation (ωB97M-V with the def2-TZVPD basis set) of C35H53Cl2MnN4O4Si as an isolated structure in a non-equilibrium geometry.

Atoms and positions in Å:
C -1.84870 -0.56835 -5.21277
C -1.41250 -1.71530 -4.35363
H -1.81952 -0.76941 -6.28511
H -1.23390 0.30914 -4.97124
H -2.87745 -0.30573 -4.92363
C -0.67324 -2.75225 -4.77056
C -0.14328 -2.81199 -6.16085
H -0.48483 -3.60701 -4.11733
H 0.19913 -1.82152 -6.49738
H -0.92580 -3.12649 -6.86517
H 0.68236 -3.52006 -6.25141
Mn 0.76194 1.17038 0.54551
Cl 1.28123 3.80372 0.18003
C -0.17738 -1.99535 1.38478
O 0.54986 -1.00320 1.14981
N 0.17496 -2.99422 2.19272
C 1.50324 -3.02621 2.80587
C -0.82458 -3.91714 2.72839
H -1.18121 -2.12359 0.92480
H 2.17601 -2.34824 2.27240
H 1.88151 -4.05264 2.75697
H 1.42981 -2.73120 3.86346
H -1.79994 -3.72365 2.26056
H -0.91594 -3.76901 3.81432
H -0.51825 -4.95001 2.51708
H 1.04653 3.69272 5.53271
H -0.72796 5.12464 4.99921
C 1.26667 3.43687 4.49410
C -0.68213 4.91923 3.92037
N 0.07169 3.68722 3.70018
H 1.53200 2.38565 4.38603
C -0.15804 2.89858 2.66489
O 0.53949 1.86301 2.43084
H -1.69141 4.79026 3.51145
H -0.98412 3.18906 2.00790
H 2.09810 4.04489 4.11399
H -0.22661 5.79184 3.41924
H 1.01066 0.30267 -3.63864
H 2.14053 -2.63420 -3.73810
C 2.09347 0.23273 -3.45614
C 2.92463 -2.10907 -3.17401
N 2.38550 -0.89258 -2.57202
H 2.43741 1.17207 -3.01056
C 2.40330 -0.73353 -1.24091
O 2.25764 0.38210 -0.68312
H 3.29436 -2.76852 -2.37635
H 2.57459 -1.65884 -0.66302
H 2.59660 0.06063 -4.41230
H 3.74369 -1.86499 -3.86387
O -1.59936 -0.18770 -2.65278
C -1.86637 -1.47603 -2.89573
C -0.11992 -3.04618 -1.68899
C -1.42878 -2.58949 -1.86295
H 0.71024 -2.48135 -2.13637
C 0.12071 -4.24467 -0.98974
H -2.97236 -1.56780 -2.93165
C -2.47295 -3.26887 -1.23011
H 1.13273 -4.63671 -0.89241
C -0.94712 -4.96510 -0.44456
C -2.24359 -4.47076 -0.54280
H -3.49279 -2.87915 -1.33029
H -0.77499 -5.92518 0.06114
H -3.08997 -5.00835 -0.11516
Si -0.11745 4.03564 -1.60629
Cl -0.26492 1.82624 -1.50302
C 1.44585 4.68533 -2.53990
C -1.41794 4.96116 -0.55287
C -1.12357 4.32202 -3.26109
H 2.23262 3.91554 -2.55112
H 1.84652 5.58265 -2.04723
H 1.23162 4.95019 -3.59540
H -0.57504 3.93870 -4.12484
H -1.25068 5.40926 -3.37588
H -2.09763 3.83886 -3.20409
H -1.97397 4.27762 0.11793
H -2.18027 5.46334 -1.17595
H -0.95076 5.73649 0.08046
C -4.92082 2.97091 -0.69254
C -4.07225 2.16381 -1.44821
C -3.11320 1.39365 -0.83536
C -2.96758 1.36587 0.57811
C -3.87400 2.15783 1.32904
C -4.80241 2.97292 0.71057
N -2.00363 0.60394 1.18348
C -2.38207 -0.16585 2.25280
C -1.51776 -0.28960 3.38281
C -1.88308 -1.04455 4.48186
C -3.09670 -1.73946 4.49631
C -3.95518 -1.66127 3.39108
C -3.60589 -0.88046 2.29154
H -5.66774 3.59875 -1.17077
H -4.15937 2.13624 -2.53238
H -2.44416 0.77376 -1.43542
H -3.81500 2.10433 2.42263
H -5.44588 3.61816 1.31951
H -0.59765 0.29194 3.36707
H -1.19871 -1.06684 5.33894
H -3.34926 -2.35378 5.36625
H -4.89855 -2.19927 3.40646
H -4.29277 -0.78082 1.45879

Output
- M (u) = 747.763
- <S²> = 8.754
- energy (hartree) = -4246.42519
- relative energy (zero: lowest compared OMol25 entry of this formula, charge and spin) (kcal per mole) = 71.7
- 2S+1 = 6
- HOMO-LUMO gap (spin up / spin down) (eV) = 5.2 / 5.2
- charge = -1